Below is a structure of composition C19H15N5NiO6S6 in a non-equilibrium geometry, with properties calculated with the ωB97M-V functional and the def2-TZVPD basis.

Results
E_HOMO (spin up / spin down) (eV): -2.2 / -2.2
Total charge: -2
LUMO energy (spin up / spin down) (Eh): 0.1531 / 0.1531
E (Eh): -5355.914932

Last column: Löwdin charge in e.
Positions of all 52 atoms, in Å:
Ni: 2.392 0.699 -1.042  -0.01
N: -4.628 -2.520 0.497  0.11
C: -3.506 -2.302 -0.270  -0.32
C: -2.952 -1.016 -0.330  0.00
C: -1.845 -0.776 -1.117  -0.05
C: -1.266 -1.808 -1.848  -0.31
C: -1.805 -3.080 -1.798  -0.08
C: -2.924 -3.325 -1.020  -0.04
S: 0.196 -1.429 -2.786  0.61
O: -0.109 -0.322 -3.653  -0.33
O: 0.716 -2.645 -3.362  -0.32
N: 1.201 -0.831 -1.624  -0.12
C: 1.657 -1.606 -0.644  -0.46
N: 1.280 -2.856 -0.348  0.16
C: 1.918 -3.431 0.656  -0.14
C: 2.927 -2.819 1.394  -0.07
C: 3.209 -1.499 1.063  -0.12
N: 2.574 -0.902 0.079  0.02
H: -4.745 -1.842 1.254  0.08
H: -4.730 -3.465 0.823  0.08
H: -3.379 -0.224 0.264  0.10
H: -1.407 0.213 -1.145  0.11
H: -1.320 -3.876 -2.348  0.11
H: -3.339 -4.326 -0.966  0.10
H: 1.599 -4.441 0.899  0.10
H: 3.447 -3.330 2.190  0.08
H: 3.940 -0.904 1.600  0.11
O: 5.566 6.299 -3.017  -0.11
C: 5.028 5.273 -2.687  -1.05
S: 3.636 4.571 -3.524  0.93
C: 3.492 3.125 -2.534  -1.16
C: 4.381 2.986 -1.542  -1.17
S: 4.404 1.589 -0.507  0.55
S: 5.574 4.258 -1.342  0.92
S: 2.269 1.944 -2.897  0.60
N: 1.173 2.166 0.288  0.06
C: 0.007 1.854 1.018  -0.31
C: 0.001 0.740 1.862  -0.03
C: -1.150 0.383 2.537  -0.06
C: -2.317 1.114 2.378  -0.30
C: -2.318 2.216 1.546  -0.07
C: -1.166 2.591 0.868  -0.03
S: -3.783 0.673 3.313  0.40
O: -4.887 1.291 2.586  -0.38
O: -3.809 -0.795 3.279  -0.39
O: -3.562 1.222 4.644  -0.37
H: 1.082 2.977 -0.305  0.08
H: 1.972 2.330 0.882  0.07
H: 0.897 0.142 1.948  0.09
H: -1.169 -0.494 3.173  0.11
H: -3.242 2.767 1.421  0.11
H: -1.180 3.441 0.194  0.11